# 1
Here is C9H28Cs2O9 as an isolated structure from the Open Molecules 2025 dataset. Energies are from the ωB97M-V functional and the def2-TZVPD basis.

Results
E_HOMO	-7.8	eV
lowest unoccupied orbital energy	-0.9	eV

CARTESIAN COORDINATES (ANGSTROEM)
1 Cs -9.999 13.086 -2.932
2 Cs -12.240 9.751 -0.239
3 C -13.455 12.774 -1.506
4 O -12.475 13.629 -1.520
5 O -13.400 11.651 -2.152
6 O -14.508 13.054 -0.824
7 C -12.609 16.999 -5.500
8 C -12.966 16.349 -4.179
9 O -11.859 15.546 -3.758
10 H -12.082 16.255 -6.104
11 H -11.909 17.818 -5.338
12 H -13.498 17.334 -6.025
13 H -13.886 15.763 -4.237
14 H -13.147 17.121 -3.422
15 H -12.189 14.931 -3.081
16 C -13.445 17.582 -0.343
17 C -12.354 16.618 0.071
18 O -12.850 15.433 0.687
19 H -13.762 18.214 0.491
20 H -14.318 17.074 -0.746
21 H -13.059 18.259 -1.114
22 H -11.662 17.051 0.792
23 H -11.796 16.305 -0.821
24 H -13.004 14.764 -0.003
25 C -17.035 14.710 -1.601
26 O -15.840 15.473 -1.487
27 H -17.743 15.320 -2.161
28 H -16.865 13.775 -2.141
29 H -17.440 14.450 -0.619
30 H -15.143 14.843 -1.233
31 C -9.676 13.755 1.127
32 O -10.404 12.722 0.464
33 H -8.743 13.316 1.470
34 H -9.436 14.564 0.426
35 H -10.256 14.172 1.948
36 H -11.239 13.117 0.150
37 C -14.789 11.671 -5.276
38 O -14.163 10.664 -4.518
39 H -15.334 12.379 -4.638
40 H -14.072 12.285 -5.848
41 H -15.478 11.214 -5.984
42 H -13.778 11.099 -3.728
43 C -14.415 12.775 2.670
44 O -13.637 12.367 1.572
45 H -15.467 12.506 2.528
46 H -14.050 12.277 3.570
47 H -14.331 13.856 2.824
48 H -14.054 12.684 0.725

=====

# 2
Here is C26H30Cl2CuNO4Sb2 as an isolated structure from the Open Molecules 2025 dataset. Energies are from the ωB97M-V functional and the def2-TZVPD basis.

Results
spin multiplicity	2
E_HOMO (alpha / beta)	-10.5 / -10.5	eV
total charge	+1
lowest unoccupied orbital energy (alpha / beta)	-2.3 / -4.6	eV

CARTESIAN COORDINATES (ANGSTROEM)
1 Cu -0.903 -0.208 -0.885
2 C 4.469 -0.056 -0.916
3 Sb 2.475 -0.149 -0.133
4 C 2.324 1.963 0.211
5 C 3.164 -0.717 1.892
6 C 3.274 0.415 2.866
7 C 4.388 1.257 2.787
8 C 4.549 2.349 3.619
9 C 3.583 2.632 4.580
10 C 2.494 1.791 4.695
11 C 2.334 0.684 3.859
12 C 1.184 -0.237 4.127
13 Sb -0.514 0.096 2.928
14 C -2.159 -0.966 3.670
15 C -1.019 2.116 2.695
16 H 4.911 -1.052 -0.920
17 H 5.081 0.613 -0.312
18 H 4.438 0.317 -1.940
19 H 3.282 2.366 0.536
20 H 1.570 2.176 0.969
21 H 2.021 2.441 -0.720
22 H 4.160 -1.104 1.678
23 H 2.536 -1.542 2.220
24 H 5.149 1.035 2.047
25 H 5.426 2.976 3.525
26 H 3.693 3.478 5.245
27 H 1.754 1.981 5.467
28 H 0.802 -0.104 5.142
29 H 1.407 -1.294 3.986
30 H -2.310 -0.736 4.723
31 H -1.944 -2.023 3.529
32 H -3.035 -0.688 3.089
33 H -1.425 2.429 3.658
34 H -1.750 2.197 1.894
35 H -0.128 2.683 2.438
36 O -0.014 -0.986 1.385
37 O -1.197 -1.208 0.628
38 Cl -4.455 4.530 -3.972
39 C -5.092 3.497 -2.738
40 C -6.407 3.650 -2.336
41 C -6.925 2.813 -1.360
42 C -6.117 1.865 -0.756
43 C -4.794 1.752 -1.144
44 Cl -3.767 0.666 -0.246
45 C -4.263 2.526 -2.173
46 N -2.930 2.392 -2.574
47 C -2.333 1.200 -2.892
48 C -3.079 0.089 -3.288
49 C -2.480 -1.147 -3.466
50 C -1.111 -1.311 -3.268
51 C -0.342 -0.193 -2.932
52 C -0.930 1.076 -2.746
53 C -0.109 2.247 -2.274
54 C -0.446 2.473 -0.790
55 O -0.840 3.532 -0.366
56 O -0.274 1.391 -0.059
57 H -7.016 4.417 -2.795
58 H -7.960 2.910 -1.059
59 H -6.495 1.232 0.035
60 H -2.412 3.247 -2.708
61 H -4.147 0.201 -3.431
62 H -3.085 -1.993 -3.761
63 H -0.640 -2.275 -3.399
64 H 0.738 -0.282 -2.876
65 H -0.281 3.162 -2.837
66 H 0.948 1.991 -2.347

=====

# 3
Here is a 2-piece molecular cluster, C13H18F6N2O6PS overall from the Open Molecules 2025 dataset. Energies are from the ωB97M-V functional and the def2-TZVPD basis.

Results
E_HOMO	-12.8	eV
total charge	+1
lowest unoccupied orbital energy	-5.3	eV

CARTESIAN COORDINATES (ANGSTROEM)
1 C 0.640 -3.195 -1.140
2 C 0.739 -1.758 -1.655
3 C 1.949 -0.999 -1.071
4 C 1.959 0.445 -1.655
5 C 1.856 -0.874 0.431
6 C 0.612 -0.825 1.072
7 C 0.594 -0.716 2.450
8 P -0.983 -0.686 3.411
9 O -1.954 -0.887 2.134
10 O -1.108 0.901 3.753
11 C 1.848 -0.667 3.096
12 N 2.999 -0.677 2.504
13 N 2.976 -0.780 1.163
14 S 4.616 -0.764 0.487
15 O 5.492 -0.577 1.582
16 O 4.688 0.170 -0.576
17 C 4.929 -2.531 -0.110
18 F 6.012 -2.957 0.444
19 F 3.908 -3.297 0.227
20 F 5.059 -2.481 -1.412
21 H 0.117 -3.263 -0.189
22 H 1.645 -3.569 -0.947
23 H 0.191 -3.866 -1.862
24 H -0.178 -1.190 -1.525
25 H 0.943 -1.795 -2.723
26 H 2.809 -1.587 -1.374
27 H 1.900 1.183 -0.855
28 H 1.061 0.595 -2.243
29 H 2.854 0.670 -2.219
30 H -0.316 -0.866 0.524
31 H -2.747 -0.327 2.197
32 H -0.604 1.472 3.158
33 H 1.877 -0.619 4.177
34 C -4.747 2.462 -2.762
35 C -3.724 3.284 -2.011
36 O -3.988 3.275 -0.587
37 C -3.568 2.230 0.085
38 O -2.981 1.272 -0.334
39 C -3.903 2.410 1.576
40 F -5.141 2.837 1.771
41 F -3.060 3.282 2.139
42 F -3.764 1.235 2.224
43 H -5.754 2.808 -2.534
44 H -4.579 2.547 -3.834
45 H -4.688 1.410 -2.485
46 H -3.778 4.328 -2.306
47 H -2.708 2.937 -2.197

=====

# 4
Here is a 8-piece molecular cluster, C39H104F6N6O6P2 overall from the Open Molecules 2025 dataset. Energies are from the ωB97M-V functional and the def2-TZVPD basis.

Results
E_HOMO	-20.4	eV
total charge	+6
lowest unoccupied orbital energy	-11.4	eV

CARTESIAN COORDINATES (ANGSTROEM)
1 C -5.392 -1.172 -0.544
2 C -4.643 -0.093 0.220
3 C -3.478 -0.643 1.065
4 C -3.922 -1.826 1.919
5 P -2.634 -2.614 2.924
6 C -2.206 -1.592 4.344
7 C -0.842 -1.896 5.004
8 C -0.391 -0.748 5.913
9 C 0.724 -1.250 6.822
10 C -1.165 -2.755 1.884
11 C -1.344 -3.589 0.607
12 C -0.873 -5.039 0.734
13 C -1.129 -5.884 -0.494
14 C -3.193 -4.254 3.405
15 C -2.193 -5.134 4.180
16 C -2.605 -6.591 4.083
17 C -1.632 -7.569 4.693
18 H -6.012 -0.834 -1.372
19 H -5.997 -1.782 0.129
20 H -4.726 -1.918 -1.007
21 H -5.358 0.445 0.843
22 H -4.183 0.603 -0.488
23 H -3.207 0.215 1.690
24 H -2.634 -0.844 0.406
25 H -4.203 -2.654 1.262
26 H -4.729 -1.565 2.608
27 H -2.958 -1.651 5.132
28 H -2.136 -0.569 3.959
29 H -0.081 -2.077 4.239
30 H -0.913 -2.807 5.602
31 H -1.237 -0.453 6.536
32 H -0.046 0.097 5.312
33 H 1.289 -0.453 7.303
34 H 1.446 -1.816 6.217
35 H 0.347 -1.924 7.588
36 H -0.353 -3.143 2.506
37 H -0.830 -1.749 1.600
38 H -0.882 -3.151 -0.283
39 H -2.414 -3.617 0.359
40 H -1.355 -5.513 1.599
41 H 0.171 -5.046 1.076
42 H -0.266 -5.943 -1.174
43 H -1.899 -5.447 -1.141
44 H -1.416 -6.919 -0.324
45 H -3.581 -4.760 2.518
46 H -4.031 -4.046 4.082
47 H -2.189 -4.785 5.222
48 H -1.135 -4.983 3.935
49 H -2.709 -6.826 3.007
50 H -3.660 -6.738 4.337
51 H -1.689 -8.546 4.215
52 H -1.818 -7.772 5.751
53 H -0.601 -7.210 4.672
54 C 3.457 0.198 3.999
55 C 3.594 -1.166 3.342
56 C 3.238 -1.128 1.838
57 O 3.716 -2.223 1.154
58 C 2.892 -3.385 1.277
59 N 4.943 -1.793 3.593
60 H 5.640 -1.258 3.067
61 H 5.157 -1.781 4.593
62 H 4.963 -2.742 3.210
63 H 4.375 0.774 3.839
64 H 3.224 0.204 5.061
65 H 2.634 0.709 3.491
66 H 2.834 -1.808 3.799
67 H 3.734 -0.213 1.476
68 H 2.174 -0.886 1.735
69 H 3.378 -4.185 0.730
70 H 1.911 -3.187 0.831
71 H 2.754 -3.659 2.328
72 C 1.199 -4.350 -6.364
73 C 2.335 -4.266 -5.398
74 C 2.493 -2.919 -4.715
75 O 1.261 -2.463 -4.186
76 C 1.434 -1.362 -3.271
77 N 2.205 -5.355 -4.358
78 H 3.107 -5.716 -4.036
79 H 1.646 -5.065 -3.551
80 H 1.729 -6.171 -4.763
81 H 0.264 -4.118 -5.842
82 H 1.057 -5.375 -6.713
83 H 1.305 -3.649 -7.184
84 H 3.312 -4.424 -5.860
85 H 2.872 -2.214 -5.471
86 H 3.299 -2.897 -3.968
87 H 0.451 -1.170 -2.845
88 H 1.748 -0.478 -3.826
89 H 2.086 -1.665 -2.450
90 C -1.722 3.377 3.680
91 C -1.972 4.698 3.000
92 C -0.702 5.478 2.737
93 O -1.036 6.536 1.884
94 C -0.055 7.576 1.837
95 N -2.553 4.456 1.628
96 H -2.683 5.372 1.183
97 H -1.916 3.915 1.013
98 H -3.441 3.951 1.621
99 H -0.938 2.843 3.126
100 H -2.582 2.712 3.728
101 H -1.281 3.499 4.669
102 H -2.708 5.329 3.500
103 H -0.018 4.770 2.227
104 H -0.193 5.792 3.652
105 H 0.836 7.265 1.283
106 H 0.213 7.885 2.849
107 H -0.520 8.426 1.345
108 C -0.777 0.119 -7.217
109 C -2.099 -0.611 -7.124
110 C -2.395 -1.146 -5.750
111 O -2.706 -0.124 -4.842
112 C -3.015 -0.650 -3.563
113 N -3.226 0.338 -7.516
114 H -3.598 0.046 -8.424
115 H -3.952 0.369 -6.795
116 H -2.886 1.293 -7.647
117 H 0.027 -0.583 -6.988
118 H -0.719 0.970 -6.539
119 H -0.535 0.437 -8.235
120 H -2.115 -1.445 -7.822
121 H -1.569 -1.763 -5.363
122 H -3.222 -1.876 -5.801
123 H -3.930 -1.251 -3.553
124 H -3.179 0.180 -2.877
125 H -2.183 -1.214 -3.122
126 C -0.571 4.000 -3.373
127 C -0.027 5.417 -3.393
128 C 0.780 5.804 -2.169
129 O 1.458 7.006 -2.335
130 C 0.700 8.211 -2.108
131 N 0.844 5.685 -4.611
132 H 1.147 6.666 -4.626
133 H 1.657 5.067 -4.627
134 H 0.313 5.563 -5.478
135 H -1.208 3.863 -2.506
136 H 0.219 3.245 -3.385
137 H -1.136 3.803 -4.289
138 H -0.836 6.136 -3.529
139 H 1.486 5.023 -1.871
140 H 0.053 5.829 -1.339
141 H 0.511 8.366 -1.043
142 H -0.239 8.185 -2.663
143 H 1.339 9.027 -2.431
144 C 3.910 3.620 0.080
145 C 5.308 4.148 0.135
146 O 6.042 4.200 -0.782
147 N 5.831 4.564 1.495
148 H 5.288 5.336 1.907
149 H 5.616 3.841 2.194
150 C 7.306 4.892 1.529
151 H 3.724 2.595 0.405
152 H 3.408 3.805 -0.863
153 H 3.261 4.161 0.790
154 H 7.486 5.510 2.400
155 H 7.574 5.383 0.598
156 H 7.890 3.975 1.514
157 P 0.092 1.445 -0.110
158 F 0.715 -0.042 -0.308
159 F 1.056 2.011 -1.266
160 F -1.090 1.025 -1.121
161 F -0.631 2.914 0.062
162 F -0.732 0.892 1.157
163 F 1.295 1.879 0.934

=====

# 5
Here is C40H49Cl2CrFN6O5P2S as an isolated structure from the Open Molecules 2025 dataset. Energies are from the ωB97M-V functional and the def2-TZVPD basis.

Results
spin multiplicity	4
E_HOMO (alpha / beta)	-10.3 / -10.5	eV
total charge	+1
lowest unoccupied orbital energy (alpha / beta)	-3.4 / -3.6	eV

CARTESIAN COORDINATES (ANGSTROEM)
1 Cr 0.415 0.031 -0.009
2 C -2.597 -1.267 1.417
3 P -1.975 -0.030 0.234
4 C -2.375 1.541 1.122
5 N -3.528 1.609 1.737
6 C -3.769 2.648 2.564
7 C -4.997 2.743 3.252
8 C -5.187 3.753 4.150
9 C -4.172 4.705 4.400
10 C -2.977 4.644 3.741
11 C -2.756 3.619 2.798
12 N -1.578 3.545 2.141
13 C -1.388 2.557 1.302
14 P 0.271 2.388 0.518
15 C 1.364 2.928 1.883
16 C 0.426 3.834 -0.679
17 C -0.739 3.777 -1.665
18 C 1.752 3.654 -1.425
19 C 0.411 5.164 0.073
20 C -3.186 -0.148 -1.198
21 C -2.795 -1.397 -1.996
22 C -3.028 1.097 -2.071
23 C -4.627 -0.256 -0.698
24 H -3.527 -0.900 1.846
25 H -1.874 -1.433 2.215
26 H -2.763 -2.211 0.900
27 H -5.762 2.001 3.064
28 H -6.123 3.829 4.687
29 H -4.350 5.489 5.123
30 H -2.189 5.364 3.917
31 H 2.336 3.209 1.480
32 H 1.509 2.121 2.597
33 H 0.903 3.775 2.385
34 H -0.717 2.851 -2.235
35 H -0.659 4.609 -2.368
36 H -1.698 3.864 -1.149
37 H 1.748 2.739 -2.013
38 H 2.607 3.634 -0.745
39 H 1.896 4.490 -2.112
40 H -0.435 5.232 0.758
41 H 0.318 5.967 -0.660
42 H 1.333 5.329 0.631
43 H -1.753 -1.349 -2.319
44 H -3.424 -1.469 -2.885
45 H -2.938 -2.307 -1.410
46 H -2.010 1.186 -2.445
47 H -3.293 2.002 -1.521
48 H -3.696 1.024 -2.931
49 H -4.840 -1.240 -0.279
50 H -5.297 -0.102 -1.546
51 H -4.854 0.499 0.051
52 Cl 2.752 0.306 -0.222
53 C 3.146 0.313 -1.913
54 C 4.472 0.283 -2.289
55 C 4.779 0.306 -3.639
56 C 3.764 0.345 -4.581
57 C 2.438 0.351 -4.182
58 Cl 1.190 0.373 -5.366
59 C 2.092 0.333 -2.825
60 S 0.420 0.341 -2.326
61 H 5.250 0.230 -1.539
62 H 5.812 0.291 -3.954
63 H 4.000 0.371 -5.636
64 F -3.413 -4.091 1.862
65 C -2.090 -4.250 1.985
66 C -1.312 -4.294 0.897
67 N 0.049 -4.446 0.969
68 C 0.854 -4.295 -0.232
69 C 1.071 -2.813 -0.582
70 O 1.995 -2.512 -1.316
71 O 0.227 -2.013 -0.007
72 C 0.698 -4.508 2.188
73 O 1.909 -4.530 2.301
74 N -0.144 -4.508 3.279
75 C -1.535 -4.347 3.325
76 O -2.124 -4.287 4.376
77 H -1.735 -4.217 -0.095
78 H 0.367 -4.797 -1.067
79 H 1.829 -4.742 -0.069
80 H 0.312 -4.622 4.172
81 C 1.502 0.775 7.974
82 C 0.974 1.418 6.696
83 N -0.412 1.075 6.399
84 C -1.448 1.603 7.290
85 C -1.987 0.546 8.249
86 C -0.834 0.439 5.286
87 O -2.011 0.346 4.963
88 C 0.186 -0.178 4.363
89 C 1.157 -1.109 4.710
90 C 1.930 -1.656 3.696
91 C 1.718 -1.266 2.388
92 N 0.770 -0.381 2.039
93 C 0.021 0.122 3.026
94 H 2.559 1.016 8.092
95 H 1.392 -0.310 7.944
96 H 0.974 1.146 8.852
97 H 1.597 1.128 5.854
98 H 1.037 2.506 6.791
99 H -2.265 1.966 6.667
100 H -1.025 2.447 7.836
101 H -2.379 -0.300 7.684
102 H -2.796 0.966 8.845
103 H -1.212 0.186 8.924
104 H 1.298 -1.410 5.740
105 H 2.688 -2.400 3.900
106 H 2.318 -1.693 1.596
107 H -0.775 0.798 2.757